Molecular formula: C23H26BClF4N4O2RuS3
Method: DFT, ωB97M-V with the def2-TZVPD basis set

Calculated values
E_LUMO, eV: -1.89
Molecular weight, g mol⁻¹: 710.0
Multiplicity: 1
E, Ha: -3435.76922
Relative energy (zero: lowest compared OMol25 entry of this formula, charge and spin), kcal/mol: 19.3
E_HOMO, eV: -6.75

Positions of all 65 atoms, in Å:
Ru -0.325 -0.421 1.755
O 2.367 0.229 0.647
C 1.725 -0.793 0.431
O 0.540 -0.805 -0.116
C 2.313 -2.137 0.762
C 3.482 -2.533 0.128
C 4.038 -3.778 0.380
C 3.430 -4.616 1.307
C 2.281 -4.213 1.966
C 1.700 -2.971 1.701
S 0.237 -2.507 2.578
H 3.956 -1.852 -0.568
H 4.943 -4.084 -0.126
H 3.861 -5.584 1.528
H 1.826 -4.857 2.707
F -0.575 2.317 4.219
B -0.097 1.012 4.265
F -1.134 0.146 3.678
F 0.202 0.596 5.516
F 1.003 0.895 3.362
S -0.681 1.949 1.194
C -1.568 2.014 -0.274
N -2.849 1.554 -0.206
C -3.671 1.542 -1.272
C -3.210 2.029 -2.463
C -1.881 2.486 -2.474
N -1.087 2.476 -1.424
H -3.136 1.083 0.650
H -4.655 1.125 -1.119
H -3.835 2.048 -3.340
H -1.447 2.877 -3.387
Cl 1.520 4.676 -1.667
C 1.055 5.187 -0.062
C 0.995 6.552 0.177
C 0.654 7.008 1.437
C 0.381 6.100 2.452
C 0.447 4.742 2.200
C 0.782 4.257 0.935
C 0.866 2.777 0.712
H 1.223 7.241 -0.624
H 0.609 8.072 1.626
H 0.121 6.449 3.442
H 0.231 4.037 2.994
H 1.605 2.280 1.340
H 1.084 2.498 -0.314
C 0.785 -4.357 -1.376
C -0.718 -4.310 -1.154
N -1.138 -3.302 -0.190
C -1.742 -2.158 -0.382
S -2.336 -1.301 1.035
N -1.960 -1.606 -1.582
C -1.097 -1.657 -2.758
C -1.848 -2.083 -4.007
H 1.020 -5.133 -2.103
H 1.304 -4.588 -0.446
H 1.183 -3.407 -1.729
H -1.053 -5.268 -0.749
H -1.276 -4.155 -2.078
H -0.888 -3.453 0.795
H -2.521 -0.775 -1.508
H -0.260 -2.314 -2.549
H -0.659 -0.663 -2.885
H -2.277 -3.078 -3.889
H -1.178 -2.097 -4.865
H -2.666 -1.396 -4.231

---

Molecular formula: CH4I2N
Method: DFT, ωB97M-V with the def2-TZVPD basis set

Calculated values
E_LUMO, eV: -5.89
Molecular weight, g mol⁻¹: 283.9
Multiplicity: 1
E, Ha: -690.32462
Relative energy (zero: lowest compared OMol25 entry of this formula, charge and spin), kcal/mol: 13.6
Total charge: +1
E_HOMO, eV: -12.57

Positions of all 8 atoms, in Å:
C -1.597 -0.790 0.059
N -1.461 0.526 0.022
I -0.375 -2.402 -0.469
I 4.411 0.445 -0.476
H -2.587 -1.076 0.266
H -2.299 0.976 0.087
H -0.572 1.059 -0.255
H 4.481 1.263 0.765

---

Molecular formula: C36H40F3N2O
Method: DFT, ωB97M-V with the def2-TZVPD basis set

Calculated values
E_LUMO, eV: 1.96
Molecular weight, g mol⁻¹: 573.7
Multiplicity: 1
E, Ha: -1880.22165
Relative energy (zero: lowest compared OMol25 entry of this formula, charge and spin), kcal/mol: 7.2
Total charge: -1
E_HOMO, eV: -3.26

Positions of all 82 atoms, in Å:
C -3.194 1.965 -4.269
C -3.922 2.306 -2.961
C -3.598 3.758 -2.615
C -5.434 2.190 -3.182
C -3.467 1.331 -1.852
C -2.726 1.726 -0.783
C -2.224 0.803 0.201
C -1.263 1.226 1.117
C -0.934 0.535 2.340
C -0.295 -0.723 2.315
C 0.097 -1.383 3.465
C -0.274 -0.856 4.736
N 0.072 -1.510 5.882
C 1.058 -2.572 5.868
C 0.907 -3.459 4.646
C 0.914 -2.631 3.362
C -0.157 -0.919 7.185
C -1.455 -0.138 7.212
C -1.458 0.915 6.104
C -0.991 0.376 4.789
C -1.220 1.080 3.621
C -2.691 -0.551 0.150
C -3.339 -1.044 -0.946
C -3.593 -2.553 -1.137
C -5.089 -2.809 -1.353
C -3.138 -3.359 0.080
C -2.827 -3.052 -2.370
C -3.744 -0.109 -2.012
O -4.268 -0.536 -3.067
H -3.507 0.975 -4.612
H -3.441 2.710 -5.037
H -2.109 1.956 -4.097
H -4.063 4.052 -1.667
H -2.515 3.912 -2.557
H -3.992 4.414 -3.403
H -5.965 2.420 -2.251
H -5.753 2.897 -3.957
H -5.688 1.174 -3.495
H -2.444 2.775 -0.667
H -0.947 2.269 1.040
H -0.038 -1.152 1.348
H 2.078 -2.145 5.886
H 0.928 -3.151 6.789
H 1.724 -4.184 4.623
H -0.035 -4.017 4.707
H 0.541 -3.241 2.527
H 1.953 -2.364 3.099
H -0.170 -1.735 7.917
H 0.680 -0.249 7.454
H -2.303 -0.817 7.069
H -1.571 0.340 8.187
H -2.467 1.328 5.986
H -0.808 1.753 6.398
H -1.700 2.059 3.671
H -2.442 -1.207 0.985
H -5.428 -2.279 -2.247
H -5.262 -3.884 -1.479
H -5.657 -2.451 -0.486
H -2.056 -3.266 0.242
H -3.670 -3.036 0.982
H -3.359 -4.421 -0.082
H -1.752 -2.859 -2.259
H -2.984 -4.131 -2.493
H -3.187 -2.529 -3.262
F 6.614 -0.507 -0.126
C 5.757 -1.131 0.739
F 6.109 -2.451 0.757
F 6.022 -0.632 1.989
C 4.324 -0.919 0.356
C 3.407 -1.950 0.541
C 2.106 -1.780 0.095
C 1.683 -0.544 -0.485
C 0.354 -0.325 -0.936
C 0.075 0.690 -1.838
N -0.232 1.499 -2.640
C 2.637 0.503 -0.583
C 3.945 0.315 -0.165
H 3.720 -2.883 1.007
H 1.406 -2.621 0.154
H -0.345 -1.163 -0.894
H 2.332 1.457 -1.016
H 4.672 1.119 -0.257